# C37H31BiBrN10

A structure of composition C37H31BiBrN10 (ωB97M-V/def2-TZVPD, OMol25).

The geometry in XYZ format:
```
80
Properties=species:S:1:pos:R:3:forces:R:3
N -2.1799 -5.1015 -0.4117 0.0580 0.0184 0.0137
C 2.3419 2.6470 2.8970 0.0012 0.0139 -0.0090
H 0.6885 -2.2970 -1.0642 -0.0107 0.0034 -0.0339
C -2.8236 -2.0791 0.8615 0.1472 -0.0430 -0.0034
C 2.2333 -3.3438 1.0397 0.0012 -0.0029 0.0047
C 1.3827 3.8924 1.0920 -0.0062 -0.0275 -0.0151
H -4.0520 5.5332 0.4236 0.0007 -0.0003 0.0008
Br -0.6776 1.0138 7.2160 -0.0054 -0.0006 0.0013
C 5.1600 -2.4538 -2.7585 0.0004 0.0026 0.0006
H 2.7346 -4.3025 1.0484 -0.0002 0.0006 0.0007
H -2.9401 4.0682 1.9800 0.0074 0.0007 0.0052
H 3.8851 -2.3001 0.1440 0.0020 -0.0012 -0.0027
C -1.8187 0.4663 4.6733 0.0003 0.0098 0.0066
C 2.2274 -0.9984 0.4951 0.0114 0.0146 0.0093
H -2.0707 -0.4933 5.1026 -0.0008 -0.0001 0.0011
N -2.8474 -0.9097 0.6847 -0.1354 0.0406 -0.0180
N 2.4697 -2.2416 -3.0592 -0.0075 -0.0046 0.0090
N 0.2312 0.3574 0.9056 0.0523 0.0216 -0.0507
H -3.2655 -3.0192 -3.8438 -0.0004 -0.0006 0.0016
H 4.8017 -4.5179 -2.2703 0.0010 -0.0007 -0.0011
H 0.8424 1.7610 -2.5577 0.0077 0.0000 0.0044
H 2.6667 4.7507 2.5806 0.0011 0.0001 0.0017
H 2.6834 -5.5144 -2.3275 0.0029 -0.0008 -0.0040
C -2.4665 -4.2380 0.3000 -0.1044 -0.0502 -0.0073
C 0.7684 2.7354 0.6247 0.0421 -0.0065 -0.0304
C -2.3096 3.7262 -2.4204 -0.0039 0.0064 -0.0099
H -3.1496 5.1793 -3.7568 -0.0007 0.0001 -0.0004
H -0.3019 3.3829 5.5067 -0.0005 0.0009 -0.0008
H 2.9087 -0.3039 -3.5824 0.0009 -0.0018 0.0006
C -1.1597 1.4193 5.4375 0.0027 -0.0043 0.0027
C 0.3142 -1.9886 1.5633 -0.0133 0.0039 0.0403
H -3.0096 -1.0264 -2.3973 -0.0010 -0.0067 -0.0050
H 2.9554 2.6036 3.7877 0.0003 -0.0017 -0.0014
C 3.3293 -1.2513 -3.2580 -0.0040 0.0065 -0.0030
N -2.1652 3.2650 -1.1843 -0.0384 -0.0543 -0.0205
H -2.6597 0.0193 2.7519 0.0205 0.0449 0.0505
H 6.2369 -2.5011 -2.6442 -0.0002 0.0001 0.0018
H 2.7355 -0.1239 0.1024 -0.0021 0.0020 0.0010
N 0.5754 0.8397 -2.2260 -0.0138 0.0181 -0.0097
C -2.2267 -1.7769 -2.4541 -0.0174 0.0102 -0.0091
H -1.7897 3.1831 -3.2024 -0.0036 -0.0014 0.0009
C -3.7133 5.5141 -1.7055 -0.0022 -0.0005 0.0046
C -2.3701 -2.8864 -3.2543 0.0033 0.0098 -0.0006
C -0.8339 2.6567 4.9084 -0.0019 -0.0076 0.0051
C -0.2249 -3.6323 -2.4788 -0.0195 0.0002 -0.0180
C -1.8304 1.9931 2.8238 0.0418 -0.0288 0.0021
H 0.4513 -4.0834 1.9814 -0.0030 -0.0013 0.0035
C -3.0720 4.8452 -2.7319 0.0082 -0.0011 -0.0002
Bi -1.4396 0.5388 -0.4052 -0.0052 0.0056 -0.0131
C -1.3612 -3.8374 -3.2464 -0.0029 -0.0015 0.0046
H 1.2532 4.8206 0.5492 -0.0006 0.0033 -0.0064
C -0.1626 -2.4803 -1.7042 0.0114 -0.0206 -0.0136
H 1.8265 0.5694 2.9948 0.0036 0.0042 0.0070
N 4.6477 -1.2776 -3.1133 0.0050 -0.0036 -0.0005
H 0.1709 2.7943 -0.2810 0.0277 -0.0032 0.0257
N -2.1150 2.2683 1.4517 -0.0735 -0.0006 -0.0313
C 0.9307 -0.8772 1.0002 -0.0450 -0.0028 -0.0171
C 0.9141 1.5281 1.3047 -0.0277 -0.0179 0.0496
C -2.1462 0.7516 3.3592 -0.0294 -0.0175 0.0244
H -0.8539 3.8786 3.1526 -0.0018 0.0042 -0.0067
C 0.8024 -4.6841 -2.3962 0.0246 -0.0049 0.0153
C 4.3682 -3.5667 -2.5464 -0.0044 -0.0007 0.0023
H 1.3810 0.4575 -1.7359 -0.0102 -0.0100 0.0204
H -0.6632 -1.8797 2.0132 0.0481 0.0008 0.0024
C 2.1754 3.8549 2.2259 0.0139 0.0062 0.0267
N -2.7948 -3.2955 1.1771 -0.0079 0.0524 -0.0427
H 0.3867 -5.6768 -2.2544 -0.0021 -0.0039 -0.0027
C 2.1306 -4.5901 -2.4532 -0.0084 -0.0020 -0.0039
N -1.1444 -1.5791 -1.6855 0.0507 0.0161 0.0436
H -1.4640 -4.7475 -3.8231 -0.0002 0.0018 -0.0035
C 1.7155 1.4989 2.4510 0.0031 -0.0066 -0.0194
C -2.7967 3.9083 -0.1952 0.0117 0.0096 0.0082
H -4.3131 6.3912 -1.9062 -0.0006 0.0002 0.0000
C 0.9535 -3.2217 1.5612 0.0000 0.0049 0.0002
C -2.6227 3.4009 1.1771 -0.0092 -0.0083 0.0234
C -1.1677 2.9411 3.5947 0.0031 0.0052 -0.0125
C 2.8760 -2.2220 0.5282 0.0061 -0.0054 0.0044
C 2.9911 -3.4199 -2.6907 -0.0051 0.0035 0.0038
H 0.4260 0.2452 -3.0362 0.0119 0.0073 -0.0045
C -3.5701 5.0394 -0.4097 -0.0046 0.0033 -0.0042
```
Forces are in eV/Å.

HOMO-LUMO gap: 6.93 eV
relative energy (zero: lowest compared OMol25 entry of this formula, charge and spin): 0.0 kcal per mole
net charge: +1
energy: -4764.5455 hartree